Entry 1:
{"formula": "C7H11N3OS", "method": "ωB97M-V/def2-TZVPD", "orbital_gap_ha": [0.2906, 0.2663], "e_homo_ev": [-7.89, -7.35], "multiplicity": 1, "largest_force_ev_per_a": 3.7, "elements": ["C", "C", "C", "C", "C", "C", "C", "N", "N", "N", "O", "S", "H", "H", "H", "H", "H", "H", "H", "H", "H", "H", "H"], "xyz": [[-3.0578, 1.5778, 0.5287], [-0.6430, 0.3510, -2.0553], [-1.6685, -0.8145, -1.7888], [-1.6404, -1.3066, -0.4510], [2.5054, 0.4532, 0.2632], [-2.5178, 0.6000, 1.4444], [1.1440, 0.1644, 0.9280], [-3.6420, 2.2857, -0.1430], [0.1280, 0.7775, -1.1984], [0.0164, 0.5258, 0.0146], [-0.9065, -2.4971, -0.2748], [-2.8660, -1.1100, 0.7405], [-0.4485, 0.5222, -3.0903], [-2.5872, -0.5460, -2.1724], [-1.3200, -1.6726, -2.4369], [3.1291, -0.4354, 0.2877], [2.4758, 0.8352, -0.7616], [3.0259, 1.2479, 0.8225], [-3.2631, 0.4957, 2.2634], [-1.4494, 0.5090, 1.7223], [0.9146, -0.9783, 1.1484], [0.8246, 0.6310, 1.8491], [-0.7291, -2.7912, 0.6551]]}



Entry 2:
{"formula": "C46H51N4O10", "method": "ωB97M-V/def2-TZVPD", "charge": 1, "orbital_gap_ha": 0.2993, "e_homo_ev": -10.06, "multiplicity": 1, "largest_force_ev_per_a": 12.4, "elements": ["C", "C", "N", "C", "C", "N", "C", "C", "H", "H", "H", "H", "H", "H", "H", "H", "H", "H", "H", "N", "C", "C", "C", "C", "C", "H", "H", "H", "H", "H", "N", "C", "C", "C", "C", "C", "H", "H", "H", "H", "H", "C", "C", "C", "C", "C", "C", "O", "O", "H", "H", "H", "H", "H", "H", "C", "C", "C", "C", "C", "C", "O", "O", "H", "H", "H", "H", "H", "H", "C", "C", "C", "C", "C", "C", "O", "O", "H", "H", "H", "H", "H", "H", "C", "C", "C", "C", "C", "C", "O", "O", "H", "H", "H", "H", "H", "H", "C", "C", "C", "C", "C", "C", "O", "O", "H", "H", "H", "H", "H", "H"], "xyz": [[-3.9468, 1.8838, 1.8270], [-2.9305, 2.5150, 0.8241], [-2.0222, 1.3407, 0.2125], [-0.7323, 1.2767, 0.5751], [-0.1817, 0.0293, 0.1853], [-1.2146, -0.6381, -0.4579], [-2.3528, 0.1767, -0.3355], [-1.2086, -2.0234, -0.9920], [-4.6872, 2.7246, 1.9960], [-3.5021, 1.4991, 2.8290], [-4.5688, 1.0868, 1.3409], [-2.3068, 3.4352, 0.9770], [-3.5337, 2.7887, 0.1622], [-0.4015, 2.1328, 1.0301], [0.7586, -0.5605, 0.2559], [-3.2614, -0.0571, -0.6984], [-2.2522, -2.4408, -1.1942], [-0.6955, -2.7619, -0.4524], [-0.8106, -1.7618, -2.0003], [-6.2619, 1.0723, 5.1685], [-7.6369, 0.8613, 5.0265], [-8.2203, -0.3970, 4.8225], [-7.4930, -1.5845, 4.9138], [-6.0929, -1.3781, 5.0548], [-5.5204, -0.0189, 5.0325], [-8.1592, 1.6987, 5.1624], [-9.4997, -0.3698, 4.6572], [-8.1395, -2.4128, 4.9101], [-5.4866, -2.1402, 5.0077], [-4.5205, 0.0429, 5.0897], [3.5915, -2.1200, 1.0688], [4.0704, -0.9800, 0.4480], [5.4509, -0.8360, 0.0935], [6.3833, -1.8121, 0.4564], [5.9025, -2.8821, 1.2646], [4.4909, -3.0346, 1.4906], [3.4925, -0.2298, -0.0925], [5.6089, 0.0412, -0.4741], [7.3678, -1.9396, 0.0291], [6.7685, -3.6835, 1.4134], [4.1294, -3.9412, 2.0688], [-0.7253, -2.3130, -6.4422], [-1.5309, -1.9813, -5.2683], [-1.8581, -0.6197, -4.9735], [-1.6273, 0.4574, -5.9051], [-0.9027, 0.0299, -7.1517], [-0.4061, -1.2215, -7.2266], [0.3810, -1.3849, -8.3731], [-2.6875, -0.3872, -3.8887], [-0.2769, -3.3128, -6.5825], [-2.0267, -2.8174, -4.6626], [-1.7518, 1.4823, -5.7177], [-0.6625, 0.7405, -7.9271], [0.7796, -0.5765, -8.7175], [-2.8891, 0.5413, -3.7564], [-0.6615, -2.8774, 5.7814], [-1.4222, -1.5699, 5.8465], [-1.0421, -0.5869, 4.8804], [-0.1335, -0.7584, 3.9454], [0.5087, -2.0215, 3.8609], [0.2274, -3.0582, 4.7589], [0.9569, -4.1666, 4.7404], [-1.6943, 0.6924, 4.9311], [-1.0842, -3.5542, 6.5438], [-2.0423, -1.3190, 6.6456], [0.2031, -0.2021, 3.2275], [1.1917, -2.0147, 3.1701], [1.0077, -4.5195, 5.5357], [-1.8394, 0.8121, 5.8455], [0.3453, 3.9686, 3.4555], [1.1249, 2.6953, 3.4009], [2.0940, 2.5926, 2.3194], [2.1968, 3.6618, 1.3432], [1.2508, 4.7216, 1.4209], [0.3074, 4.8590, 2.4691], [-0.5510, 5.9375, 2.4422], [3.0351, 1.6525, 2.3783], [-0.3566, 3.9721, 4.2823], [0.8203, 2.0871, 4.1013], [2.9402, 3.5982, 0.6962], [1.3940, 5.4112, 0.5115], [-0.5397, 6.3225, 1.5702], [2.9988, 1.0859, 2.9725], [4.6007, -2.4739, -3.9728], [3.9391, -2.5976, -2.6137], [2.4991, -2.6561, -2.5558], [1.7714, -2.1492, -3.6861], [2.4998, -2.0988, -4.9719], [3.9184, -2.2384, -5.0457], [4.5277, -2.0434, -6.2336], [1.9038, -2.8614, -1.3739], [5.7580, -2.6893, -4.0808], [4.5186, -2.9533, -1.5857], [0.7943, -2.0139, -3.7807], [1.8668, -1.9775, -5.8565], [5.3549, -2.5590, -6.3153], [2.6574, -2.7908, -0.7899], [2.0523, 3.4254, -1.8321], [0.5600, 3.5472, -2.0812], [-0.1763, 2.3970, -2.6034], [0.5512, 1.1739, -2.7471], [1.9506, 1.1062, -2.3892], [2.7100, 2.2099, -2.0322], [3.9556, 1.9939, -1.6612], [-1.5198, 2.3765, -3.0378], [2.6597, 4.2065, -1.2833], [0.1675, 4.6204, -1.8889], [-0.0062, 0.3489, -3.2109], [2.3540, 0.0972, -2.7105], [4.5967, 2.7655, -1.7623], [-1.8929, 3.1731, -3.0781]]}



Entry 3:
{"formula": "C20H17IN7O4ReSbSe4", "method": "ωB97M-V/def2-TZVPD", "s2": 0.8815, "orbital_gap_ha": [0.1936, 0.1947], "e_homo_ev": [-7.19, -7.16], "multiplicity": 2, "largest_force_ev_per_a": 0.5, "elements": ["Re", "N", "C", "N", "C", "N", "C", "C", "N", "C", "C", "N", "H", "H", "H", "H", "H", "Se", "Sb", "Se", "Se", "Se", "O", "C", "N", "C", "O", "C", "C", "C", "C", "N", "C", "H", "H", "H", "H", "H", "H", "H", "H", "I", "C", "C", "C", "C", "C", "C", "C", "O", "O", "H", "H", "H", "H"], "xyz": [[1.0677, 0.2434, 0.4838], [-1.9350, 1.2097, 3.4455], [-0.6329, 1.0851, 3.1845], [-0.5025, 0.6644, 1.9465], [-1.7799, 0.5725, 1.4812], [-2.6833, 0.8861, 2.3714], [-1.9997, 0.2200, 0.0823], [-3.2547, 0.1088, -0.4979], [-3.4023, -0.1628, -1.7877], [-2.2939, -0.3073, -2.5058], [-1.0295, -0.2026, -1.9423], [-0.8848, 0.0487, -0.6430], [-2.3800, 1.5205, 4.2935], [0.1695, 1.3005, 3.8715], [-4.1466, 0.2446, 0.1001], [-2.4054, -0.5180, -3.5615], [-0.1217, -0.3256, -2.5209], [6.0839, 1.2769, -0.5528], [4.6970, -0.4372, 0.2842], [2.5000, -0.5525, -1.2029], [2.9513, 0.4645, 1.9701], [5.2176, -2.6849, 0.8208], [-2.2385, -4.5899, -3.3780], [-1.7712, -5.4342, -2.3526], [-1.2207, -4.5368, -1.3652], [-0.7133, -5.0058, -0.2055], [-0.7068, -6.1898, 0.0722], [-0.1531, -3.9866, 0.7477], [0.0873, -4.3695, 2.0627], [0.6119, -3.4410, 2.9403], [0.8849, -2.1635, 2.4873], [0.6634, -1.7879, 1.2210], [0.1690, -2.6996, 0.3702], [-2.5651, -5.1299, -4.1053], [-0.9896, -6.1141, -2.7047], [-2.5797, -6.0239, -1.9091], [-1.3221, -3.5554, -1.5558], [-0.1304, -5.3870, 2.3581], [0.8306, -3.6956, 3.9669], [1.3316, -1.4164, 3.1274], [0.0827, -2.3718, -0.6555], [2.7114, 8.6776, -1.7919], [1.8922, 6.8430, -1.2280], [0.5171, 6.7321, -1.0621], [-0.0235, 5.5153, -0.6878], [0.8041, 4.4170, -0.4806], [2.1800, 4.5382, -0.6497], [2.7269, 5.7540, -1.0243], [0.1950, 3.1159, -0.0781], [-0.9993, 2.9643, 0.1189], [1.0857, 2.1643, 0.0610], [-0.1224, 7.5886, -1.2253], [-1.0912, 5.4016, -0.5524], [2.8226, 3.6827, -0.4865], [3.7956, 5.8492, -1.1558]]}